(1)
{
  "formula": "C17H21FN5O5Pd",
  "method": "the ωB97M-V functional and the def2-TZVPD basis",
  "total_charge": 1,
  "homo_energy_ev": [-10.8, -10.8],
  "e_lumo_ev": [-3.67, -3.67],
  "elements": ["Pd", "N", "N", "C", "O", "O", "H", "H", "H", "C", "C", "N", "C", "C", "C", "O", "O", "C", "O", "C", "C", "C", "F", "C", "C", "C", "N", "C", "C", "N", "C", "C", "H", "H", "H", "H", "H", "H", "H", "H", "H", "H", "H", "H", "H", "H", "H", "H", "H", "H"],
  "xyz": [[0.25780, 5.41090, 0.38868], [2.65740, 5.39290, 0.38418], [2.99540, 6.75120, 0.18998], [2.04630, 7.76310, 0.52748], [2.42870, 8.90620, 0.54598], [0.86830, 7.33610, 0.77938], [2.96530, 5.03200, 1.29418], [3.05590, 4.82940, -0.36752], [3.95850, 7.01670, 0.37068], [-3.98790, -0.92080, -1.16912], [-3.51610, -0.65630, 0.25748], [-2.43850, 0.31630, 0.30428], [-2.77590, 1.62620, 0.36008], [-1.88730, 2.65320, 0.44968], [-2.49430, 4.07730, 0.40808], [-3.65400, 4.18340, 0.74578], [-1.73690, 4.97540, -0.07892], [-0.48660, 2.38840, 0.54288], [0.41880, 3.23200, 0.77088], [-0.13370, 0.98340, 0.36128], [1.21210, 0.62040, 0.31338], [1.59370, -0.68860, 0.16468], [2.92550, -0.94730, 0.14278], [0.65150, -1.71940, 0.02978], [-0.68970, -1.34540, 0.03368], [-1.11300, -0.02620, 0.23148], [0.97290, -3.07740, -0.15342], [2.36680, -3.47440, -0.29342], [2.42310, -4.96710, -0.65402], [1.14240, -5.32950, -1.30712], [0.03680, -5.30750, -0.31062], [0.22950, -4.07470, 0.59108], [-4.82230, -1.61590, -1.15092], [-3.19540, -1.34080, -1.78292], [-4.32340, 0.00400, -1.62842], [-3.19350, -1.57980, 0.74128], [-4.34840, -0.25390, 0.83768], [-3.83040, 1.86750, 0.34718], [1.95480, 1.39600, 0.41438], [-1.42620, -2.11260, -0.13412], [2.94990, -3.30250, 0.62058], [2.81340, -2.87870, -1.09082], [2.53870, -5.58880, 0.23448], [3.26560, -5.16300, -1.31722], [1.19870, -6.24440, -1.76492], [0.94990, -4.61350, -2.02052], [0.06310, -6.22460, 0.27878], [-0.91350, -5.27120, -0.84282], [0.76400, -4.35370, 1.50838], [-0.73780, -3.68400, 0.89648]],
  "mulliken_charge": [0.99, -0.35, -0.23, 0.61, -0.59, -0.70, 0.28, 0.26, 0.25, -1.01, -1.04, 0.21, -0.19, -0.46, 0.47, -0.62, -0.78, 1.56, -1.02, 0.56, -0.92, 0.75, -0.34, -0.92, 0.00, -0.69, 0.07, -0.80, -0.76, -0.11, -0.76, -0.61, 0.38, 0.30, 0.35, 0.49, 0.47, 0.53, 0.54, 0.80, 0.45, 0.54, 0.34, 0.39, 0.35, 0.38, 0.36, 0.44, 0.30, 0.48]
}

(2)
{
  "formula": "C17H21FeN2",
  "method": "the ωB97M-V functional and the def2-TZVPD basis",
  "total_charge": -1,
  "homo_energy_ev": [1.0, -4.8],
  "e_lumo_ev": [2.83, 2.45],
  "spin_multiplicity": 5,
  "s_squared": 6.091,
  "elements": ["C", "C", "N", "C", "C", "C", "N", "H", "H", "H", "H", "H", "H", "H", "H", "C", "C", "C", "C", "C", "C", "C", "Fe", "C", "C", "C", "C", "C", "H", "H", "H", "H", "H", "H", "H", "H", "H", "H", "H", "H", "H"],
  "xyz": [[0.57418, -3.12076, 1.67253], [-0.82181, -2.63162, 1.66812], [-1.18185, -1.36172, 1.63639], [-2.52582, -1.34942, 1.65116], [-3.01853, -2.64038, 1.68955], [-4.42910, -3.08036, 1.70904], [-1.92581, -3.45772, 1.69945], [1.27552, -2.28628, 1.67324], [0.76466, -3.72615, 2.55915], [0.76988, -3.73004, 0.78992], [-3.12016, -0.44884, 1.63862], [-5.10815, -2.22728, 1.71531], [-4.65608, -3.68495, 0.83001], [-4.63421, -3.68089, 2.59625], [-1.92915, -4.47795, 1.72363], [0.00025, 1.42092, 2.34925], [1.01773, 2.00658, 1.44644], [0.79003, 2.32588, 0.13509], [1.59065, 3.28737, -0.73277], [0.84880, 3.56657, -1.87842], [-0.42403, 2.77987, -1.84255], [-0.46152, 2.03439, -0.66910], [1.24708, 1.51932, -1.76958], [1.34798, -0.14084, -3.06760], [1.99181, -0.43427, -1.80007], [3.06996, 0.52250, -1.61346], [3.08954, 1.40424, -2.76823], [2.02560, 0.99321, -3.66434], [0.35492, 0.51061, 2.83976], [-0.28617, 2.13156, 3.12544], [-0.90584, 1.15572, 1.80202], [1.95530, 2.30868, 1.88017], [2.57567, 3.68829, -0.49262], [1.13272, 4.26073, -2.67331], [-1.22815, 2.84817, -2.57532], [-1.26409, 1.35342, -0.38191], [0.53493, -0.71331, -3.51886], [1.71102, -1.23032, -1.10746], [3.71022, 0.60022, -0.73155], [3.75667, 2.25757, -2.91391], [1.78535, 1.44727, -4.62950]],
  "mulliken_charge": [-1.74, -1.11, 0.25, -0.27, -0.58, -1.23, -0.44, -0.04, 1.04, 0.54, 0.37, 0.35, 0.42, 0.47, 1.04, -0.72, -0.75, 1.43, -0.92, -0.33, -0.54, -1.13, -0.13, -0.64, -0.04, -0.45, -0.36, -0.33, 0.21, 0.42, -0.10, 0.46, 0.43, 0.45, 0.50, 0.38, 0.41, 0.31, 0.47, 0.45, 0.43]
}

(3)
{
  "formula": "C17H21FeN2O3",
  "method": "the ωB97M-V functional and the def2-TZVPD basis",
  "total_charge": 1,
  "homo_energy_ev": [-8.3, -10.5],
  "e_lumo_ev": [-2.51, -7.08],
  "spin_multiplicity": 5,
  "e_above_lowest_ev": 2.137,
  "s_squared": 6.112,
  "elements": ["O", "C", "Fe", "C", "O", "C", "O", "C", "C", "C", "C", "C", "C", "H", "H", "H", "H", "H", "H", "H", "C", "C", "C", "C", "N", "C", "N", "C", "C", "C", "H", "H", "H", "H", "H", "H", "H", "H", "H", "H", "H", "H", "H", "H"],
  "xyz": [[-1.53078, 4.42988, 0.51425], [-2.07051, 3.50419, 0.06303], [-3.04602, 2.17190, -0.52903], [-3.89894, 2.05768, 1.04459], [-4.44336, 1.90034, 2.05947], [-4.31094, 3.31395, -1.07229], [-5.13489, 4.00854, -1.50093], [-1.50651, 0.75877, -0.26897], [-0.82552, 1.40138, -1.41131], [-1.91778, 1.98507, -2.24318], [-3.10401, 1.28526, -2.46557], [-3.52809, 0.33379, -1.53219], [-2.70794, 0.07468, -0.42620], [-0.95547, 0.66343, 0.67461], [-0.13888, 2.20139, -1.07045], [-0.12400, 0.72552, -1.94756], [-1.68972, 2.85992, -2.86120], [-3.74764, 1.56077, -3.30638], [-4.51257, -0.13419, -1.61636], [-3.04320, -0.60776, 0.36095], [2.54369, 0.72013, 1.11411], [2.56168, -0.65755, 1.72502], [3.96313, -1.03323, 2.17051], [1.62704, -0.75012, 2.91489], [2.11620, -1.59596, 0.71334], [1.69793, -1.26442, -0.51449], [1.44958, -2.45379, -1.11437], [1.04938, -2.62717, -2.48470], [1.65515, -3.51009, -0.23302], [2.07517, -2.96552, 0.92605], [1.53569, 0.99833, 0.78494], [2.87800, 1.40603, 1.90079], [3.23227, 0.77229, 0.26326], [3.99960, -2.02333, 2.63869], [4.66560, -1.00045, 1.32982], [4.26542, -0.28478, 2.91023], [1.66351, -1.74173, 3.38138], [1.96983, -0.00318, 3.63794], [0.59535, -0.51976, 2.62164], [1.02529, -1.65193, -2.97352], [1.75849, -3.28103, -3.00601], [0.06074, -3.09647, -2.53457], [1.48858, -4.53628, -0.50952], [2.35941, -3.39450, 1.87229]],
  "mulliken_charge": [-0.34, 0.19, 0.59, 0.09, -0.30, 0.18, -0.29, 0.50, -0.55, -0.46, -0.91, -0.37, -1.25, 0.31, 0.33, 0.33, 0.50, 0.50, 0.51, 0.58, -1.58, 0.97, -1.58, -1.31, 0.43, 0.24, 0.11, -0.95, -0.73, -0.25, 0.24, 0.50, 0.44, 0.40, 0.39, 0.43, 0.38, 0.46, 0.25, 0.36, 0.37, 0.35, 0.49, 0.45]
}

(4)
{
  "formula": "C17H21FeN5O2S",
  "method": "the ωB97M-V functional and the def2-TZVPD basis",
  "total_charge": 0,
  "homo_energy_ev": [-6.0, -7.7],
  "e_lumo_ev": [-0.01, -0.82],
  "spin_multiplicity": 5,
  "e_above_lowest_ev": 0.431,
  "s_squared": 6.050,
  "elements": ["Fe", "C", "C", "C", "C", "C", "C", "N", "N", "C", "C", "C", "C", "C", "N", "H", "H", "H", "H", "H", "H", "H", "H", "H", "N", "C", "O", "C", "C", "H", "H", "H", "H", "H", "H", "C", "S", "C", "O", "H", "H", "H", "H", "H", "H", "N", "C"],
  "xyz": [[-0.38659, 0.00268, 0.88348], [4.67931, 2.33796, 0.39796], [3.79499, 3.32623, -0.01928], [2.42494, 3.14393, 0.07571], [1.90293, 1.94977, 0.58806], [2.79358, 0.95900, 1.00775], [4.16412, 1.15692, 0.91737], [0.51639, 1.71475, 0.66114], [-0.21283, 2.79191, 0.42207], [-1.52557, 2.50435, 0.35243], [-2.45573, 3.55284, 0.14656], [-3.78768, 3.26745, 0.09319], [-4.22467, 1.93419, 0.23882], [-3.27185, 0.96812, 0.42019], [-1.95336, 1.22277, 0.46830], [5.74894, 2.49144, 0.33446], [4.17726, 4.25454, -0.42670], [1.73856, 3.91199, -0.24730], [2.40744, 0.04840, 1.44165], [4.83370, 0.38412, 1.27707], [-2.07349, 4.55892, 0.04602], [-4.50829, 4.06279, -0.05338], [-5.27261, 1.67277, 0.21813], [-3.54705, -0.07029, 0.55442], [2.94548, -1.07237, -1.44934], [1.71065, -1.49126, -1.16014], [0.82163, -0.68915, -0.86741], [1.45987, -2.98233, -1.22844], [0.61123, -3.46461, -0.09441], [3.16600, -0.09850, -1.28577], [3.69314, -1.71801, -1.62614], [2.41475, -3.52245, -1.20974], [1.00462, -3.20729, -2.19903], [0.84411, -3.05774, 0.88697], [0.47711, -4.54113, -0.07157], [-3.58386, -3.06657, 0.15719], [-1.81346, -2.83470, 0.02246], [-1.88301, -2.22312, -1.65490], [-1.57294, -1.65869, 0.93274], [-4.05585, -2.09758, 0.00467], [-3.78080, -3.44359, 1.15905], [-3.89777, -3.79374, -0.59173], [-2.10181, -3.05811, -2.32203], [-0.92659, -1.76547, -1.89160], [-2.66870, -1.46881, -1.70496], [0.78783, -0.56284, 3.72842], [0.38595, -0.32949, 2.66758]],
  "mulliken_charge": [0.03, -0.47, -0.53, -0.55, 0.86, -0.69, -0.61, 1.14, -1.00, 0.51, -0.63, -0.24, -0.82, -0.23, -0.04, 0.40, 0.36, 0.43, 0.23, 0.40, 0.48, 0.37, 0.42, 0.37, -0.37, 0.52, -0.57, -0.32, -1.23, 0.22, 0.21, 0.45, 0.27, 0.47, 0.43, -1.02, 0.46, -0.92, -0.38, 0.31, 0.38, 0.40, 0.43, 0.13, 0.42, -0.77, 0.29]
}

| no. | DFT total energy (Eh) |
| --- | --- |
| 1 | -1537.85231 |
| 2 | -2033.44948 |
| 3 | -2258.83136 |
| 4 | -2746.44495 |